(1)
CH5NO2S in the gas phase. Source: the Open Molecules 2025 dataset; level of theory: ωB97M-V/def2-TZVPD.

Geometry as XYZ:
```
10
CH5NO2S | the Open Molecules 2025 dataset | ωB97M-V/def2-TZVPD
C -1.46 0.24 -0.08
S 0.10 -0.62 -0.07
O 0.28 -1.77 -0.94
N 0.90 0.68 -0.09
O 2.28 0.58 0.37
H -1.47 0.73 0.92
H -1.34 1.16 -0.69
H -2.28 -0.55 -0.37
H 0.15 -1.30 1.30
H 2.82 0.85 -0.35
```

Summary:
* electronic energy: -644.34748 Eh
* energy relative to the best compared isomer or geometry (same formula, charge and spin): 516.71 kJ/mol
* structure (SMILES): C[S@@H](=O)=NO
* HOMO-LUMO gap: 0.36834 Ha
* HOMO level: -9.49 eV
* molar mass: 95.12 Da


(2)
2 unconnected molecules or ions with the total composition C6H11N. Source: the Open Molecules 2025 dataset; level of theory: ωB97M-V/def2-TZVPD.

Geometry as XYZ:
```
18
C6H11N | the Open Molecules 2025 dataset | ωB97M-V/def2-TZVPD
C -2.37 2.48 -1.28
C -1.19 3.00 -0.55
C -0.14 2.17 -0.18
N -0.24 0.87 -0.27
C 0.86 -2.46 0.27
C 1.17 -2.77 1.63
C 2.10 -3.32 0.66
H -2.85 1.65 -0.76
H -3.09 3.30 -1.40
H -2.11 2.15 -2.29
H -1.04 4.07 -0.51
H 0.79 2.66 0.15
H 0.52 0.41 0.22
H 0.11 -2.89 -0.38
H 1.14 -1.46 -0.06
H 2.21 -4.28 0.16
H 0.51 -3.38 2.23
H 2.96 -2.69 0.44
```

Summary:
* electronic energy: -289.66791 Eh
* energy relative to the best compared isomer or geometry (same formula, charge and spin): 797.55 kJ/mol
* HOMO-LUMO gap: 0.10285 Ha
* HOMO level: -5.95 eV
* molar mass: 97.16 Da


(3)
2 unconnected molecules or ions with the total composition H6N2. Source: the Open Molecules 2025 dataset; level of theory: ωB97M-V/def2-TZVPD.

Geometry as XYZ:
```
8
H6N2 | the Open Molecules 2025 dataset | ωB97M-V/def2-TZVPD
N -0.55 -2.63 3.43
H -0.69 -2.75 2.42
H 0.21 -1.96 3.55
H -1.40 -2.20 3.80
N 0.85 2.23 -3.32
H 0.86 2.80 -2.47
H 0.01 1.64 -3.28
H 0.73 2.87 -4.11
```

Summary:
* electronic energy: -113.09987 Eh
* energy relative to the best compared isomer or geometry (same formula, charge and spin): 11.39 kJ/mol
* structure (SMILES): N.N
* HOMO-LUMO gap: 0.41994 Ha
* HOMO level: -10.17 eV
* molar mass: 34.06 Da


(4)
2 unconnected molecules or ions with the total composition C5H14OS2. Source: the Open Molecules 2025 dataset; level of theory: ωB97M-V/def2-TZVPD.

Geometry as XYZ:
```
22
C5H14OS2 | the Open Molecules 2025 dataset | ωB97M-V/def2-TZVPD
C 1.40 2.98 0.36
C 0.64 1.68 0.52
C -0.21 1.46 1.74
S -0.73 -0.25 2.07
S -2.15 -0.75 0.69
C -1.29 -0.85 -0.90
C -1.82 -1.93 -1.85
H 2.12 3.15 1.16
H 2.02 2.95 -0.54
H 0.83 3.89 0.26
H 0.10 1.47 -0.40
H 1.41 0.90 0.49
H -1.07 2.13 1.77
H 0.23 1.69 2.72
H -0.23 -1.07 -0.73
H -1.23 0.15 -1.33
H -1.60 -1.59 -2.87
H -1.28 -2.85 -1.69
H -2.90 -1.96 -1.77
O 1.90 -3.88 -0.27
H 2.34 -3.08 0.01
H 1.53 -4.23 0.55
```

Summary:
* electronic energy: -1070.50585 Eh
* energy relative to the best compared isomer or geometry (same formula, charge and spin): 43.11 kJ/mol
* structure (SMILES): CCCSSCC.O
* HOMO-LUMO gap: 0.33742 Ha
* HOMO level: -8.57 eV
* molar mass: 154.30 Da


> Which value of energy relative to the best compared isomer or geometry (same formula, charge and spin) does entry 1 give?

516.71 kJ/mol


Copy entry 2 word for word.
2 unconnected molecules or ions with the total composition C6H11N. Source: the Open Molecules 2025 dataset; level of theory: ωB97M-V/def2-TZVPD.

Geometry as XYZ:
```
18
C6H11N | the Open Molecules 2025 dataset | ωB97M-V/def2-TZVPD
C -2.37 2.48 -1.28
C -1.19 3.00 -0.55
C -0.14 2.17 -0.18
N -0.24 0.87 -0.27
C 0.86 -2.46 0.27
C 1.17 -2.77 1.63
C 2.10 -3.32 0.66
H -2.85 1.65 -0.76
H -3.09 3.30 -1.40
H -2.11 2.15 -2.29
H -1.04 4.07 -0.51
H 0.79 2.66 0.15
H 0.52 0.41 0.22
H 0.11 -2.89 -0.38
H 1.14 -1.46 -0.06
H 2.21 -4.28 0.16
H 0.51 -3.38 2.23
H 2.96 -2.69 0.44
```

Summary:
* electronic energy: -289.66791 Eh
* energy relative to the best compared isomer or geometry (same formula, charge and spin): 797.55 kJ/mol
* HOMO-LUMO gap: 0.10285 Ha
* HOMO level: -5.95 eV
* molar mass: 97.16 Da


> Among the records above, which one has the lowest HOMO level?

H6N2